1.
39
Properties=species:S:1:pos:R:3 method="wB97M-V/def2-TZVPD" total_energy_ha=-2897.3620 multiplicity=6 charge=+1 homo_lumo_gap_ev="7.049 / 7.325"
Mn -1.908 0.283 -1.627
C 1.555 -2.087 0.166
C 0.282 -1.424 -0.232
N 0.057 -0.774 -1.308
N 0.999 -0.637 -2.281
C 0.594 -0.316 -3.534
N 1.554 -0.240 -4.455
S -1.015 -0.018 -3.954
C -0.907 -1.517 0.665
C -0.808 -2.020 1.948
C -1.956 -2.084 2.729
C -3.154 -1.638 2.203
C -3.164 -1.132 0.912
N -2.071 -1.081 0.155
H 2.298 -2.111 -0.627
H 1.352 -3.119 0.454
H 1.981 -1.573 1.032
H 1.959 -0.889 -2.093
H 2.526 -0.404 -4.252
H 1.299 0.022 -5.393
H 0.148 -2.336 2.341
H -1.907 -2.472 3.737
H -4.069 -1.669 2.777
H -4.072 -0.741 0.471
O 3.540 2.204 1.466
C 2.492 1.383 1.622
O 2.627 0.318 2.168
C 1.185 1.819 1.049
C 1.104 2.348 -0.234
C -0.136 2.551 -0.824
C -1.318 2.250 -0.132
S -2.887 2.284 -0.969
C -1.215 1.827 1.203
C 0.017 1.584 1.773
H 3.252 3.065 1.135
H 2.006 2.561 -0.798
H -0.206 2.933 -1.836
H -2.124 1.650 1.764
H 0.090 1.198 2.782


2.
37
Properties=species:S:1:pos:R:3 method="wB97M-V/def2-TZVPD" total_energy_ha=-963.9176 multiplicity=1 smiles=NNc1nc(Nc2ccccc2)nc(Nc2ccccc2)n1 relative_energy_kj_mol=10.4 homo_lumo_gap_ev=9.059
N -0.830 0.883 -4.696
N -0.624 -0.086 -3.637
C -0.587 0.150 -2.288
N -0.045 -0.880 -1.694
C 0.099 -0.695 -0.416
N 0.771 -1.600 0.363
C 1.379 -2.765 -0.042
C 2.588 -3.190 0.573
C 3.236 -4.359 0.235
C 2.731 -5.214 -0.732
C 1.520 -4.879 -1.356
C 0.884 -3.630 -1.027
N -0.326 0.310 0.288
C -0.815 1.278 -0.441
N -1.397 2.384 0.102
C -1.353 2.923 1.381
C -1.511 4.308 1.526
C -1.636 4.842 2.795
C -1.508 4.044 3.932
C -1.373 2.676 3.838
C -1.252 2.097 2.539
N -0.974 1.272 -1.744
H -0.215 1.673 -4.598
H -1.821 1.226 -4.679
H -0.211 -0.991 -3.872
H 1.057 -1.115 1.198
H 3.075 -2.568 1.342
H 4.118 -4.575 0.770
H 3.236 -6.133 -1.012
H 1.082 -5.485 -2.149
H -0.042 -3.362 -1.533
H -1.635 3.011 -0.655
H -1.624 4.938 0.656
H -1.838 5.919 2.875
H -1.718 4.472 4.931
H -1.322 2.090 4.761
H -1.120 1.029 2.468


3.
36
Properties=species:S:1:pos:R:3 method="wB97M-V/def2-TZVPD" total_energy_ha=-1011.0997 multiplicity=1 smiles="COc1cccc(NC(=O)[C@@H]2[C@@H](C(=O)O)[C@@H]3C=C[C@H]2O3)c1" relative_energy_kj_mol=1237.9 homo_lumo_gap_ev=8.788
C 5.866 1.297 -0.226
O 4.589 1.508 -0.549
C 3.661 0.437 -0.030
C 4.050 -0.810 0.580
C 3.028 -1.618 1.262
C 1.649 -1.474 1.133
C 1.293 -0.220 0.105
N -0.122 0.098 0.036
C -0.829 0.911 -0.841
O -0.175 1.523 -1.481
C -2.218 0.733 -0.726
C -3.025 0.302 0.686
C -3.871 1.236 1.108
O -4.315 1.405 2.280
O -4.233 2.337 0.047
C -3.925 -0.833 0.287
C -2.806 -1.938 0.081
C -2.201 -1.760 -0.927
C -2.671 -0.522 -1.664
O -4.058 -0.483 -1.247
C 2.193 0.687 -0.350
H 6.218 1.317 0.752
H 6.231 2.088 -0.804
H 6.253 0.578 -0.714
H 5.046 -0.932 0.919
H 3.442 -2.346 1.802
H 0.983 -2.079 1.218
H -0.606 -0.727 0.382
H -2.654 1.546 -1.325
H -2.341 0.082 1.303
H -5.011 2.904 0.596
H -4.669 -1.139 0.791
H -2.750 -2.859 0.870
H -1.320 -2.164 -1.792
H -2.678 -0.559 -2.726
H 1.979 1.474 -0.837